ORCA calculation (the ωB97M-V functional and the def2-TZVPD basis) on a 3-piece molecular cluster, C21H46NO4 overall in a non-equilibrium geometry.

total charge = +1
E_LUMO = -4.58 eV
E_HOMO = -11.27 eV
maximum force = 3.93 eV/A

```
72
Properties=species:S:1:pos:R:3:forces:R:3:lowdin_charge:R:1
H -3.145317 4.923425 2.488092 0.39 -0.13 -0.28 0.166
H -1.815483 1.611975 6.094678 0.56 0.06 0.01 0.085
H -0.391080 -0.352357 -0.898272 -0.47 -0.15 0.01 0.105
H 3.592533 -0.629805 -0.160679 -0.04 -0.04 0.06 0.067
H -0.244513 3.820378 3.670466 0.23 -0.47 0.10 0.104
H -2.438769 2.744671 2.243322 0.60 -0.71 -0.28 0.162
C -2.944870 -3.170066 -5.781360 -0.05 -0.12 0.04 -0.076
C 0.626881 3.238451 3.319708 1.29 0.62 -0.55 -0.203
C -2.476502 -3.872375 -2.925820 0.07 -0.12 0.03 -0.276
H -0.168673 -0.702822 2.078068 0.02 -0.37 -0.22 0.062
H 6.949979 -2.277137 0.385466 -0.01 -0.01 -0.04 0.079
C 3.354449 -2.470512 -1.298798 0.01 -0.05 0.01 -0.275
H 1.516050 3.721222 3.774566 -0.45 -0.20 -0.19 0.140
H -0.510750 6.115110 1.638479 -0.35 -0.35 0.07 0.134
H 2.773558 -0.431770 -1.707225 -0.02 -0.05 -0.01 0.083
H -4.033629 -3.101932 -5.743683 0.03 0.04 -0.02 0.083
C -0.405064 1.876836 0.265851 -1.68 0.23 0.84 -0.118
H 0.082862 4.751801 -0.572709 -0.25 -0.08 0.42 0.139
C 0.750896 3.427917 1.780307 -0.95 0.98 0.93 -0.071
H -2.871641 -3.911061 -1.908605 -0.06 0.14 -0.06 0.113
C -1.467546 -0.230835 -0.698413 -1.24 0.79 0.26 -0.125
H 5.251605 -2.655732 0.669240 0.05 0.06 0.03 0.063
O -0.810069 -2.133734 0.654000 -0.48 0.50 0.78 -0.202
H -1.954353 6.189430 0.510083 0.63 0.50 0.83 0.129
C 2.885700 -1.098124 -0.848500 0.04 0.19 0.07 -0.078
H -0.847900 -5.209491 -2.473070 -0.02 0.03 0.02 0.082
H -2.609854 -2.871791 -6.775967 -0.01 0.01 0.03 0.080
H 5.552331 -0.862593 -1.118436 -0.01 0.01 0.08 0.104
H 1.922983 -1.177382 -0.337160 0.00 -0.05 -0.04 0.048
H -2.609497 -1.241656 -4.918655 -0.05 -0.01 0.15 0.115
H -2.456539 1.209079 0.599747 0.15 0.15 -0.45 0.092
H -2.187816 -0.722009 1.356282 0.12 -0.24 -0.44 0.106
O 0.646210 1.883601 3.731975 -0.98 0.43 -0.26 -0.130
H -2.784144 -1.844090 0.095413 0.44 0.25 0.07 0.125
H -1.437608 1.488986 3.575080 0.39 0.13 0.13 0.095
H -0.452971 -3.490644 -2.279744 -0.04 -0.04 0.05 0.069
C -0.997647 -4.213383 -2.891894 0.11 0.11 -0.11 -0.073
H -1.341152 3.150728 5.377331 0.19 -0.43 0.44 0.061
C -0.127130 -1.786747 1.851445 0.60 -0.31 0.20 -0.109
H -0.552663 -4.201023 -3.888240 -0.03 -0.09 0.00 0.069
H 2.610663 -2.897414 -1.973143 0.12 -0.02 -0.08 0.117
H -2.155874 1.897293 -1.031700 0.03 -0.43 0.20 0.111
C -2.319877 -2.276345 -4.725899 0.04 -0.04 -0.09 -0.284
O 4.571290 -2.446693 -2.022021 -0.05 -0.02 -0.17 -0.154
H -0.106857 2.278526 6.307407 -0.30 -0.43 -0.19 0.091
H 1.122755 4.463254 1.625028 -0.20 -0.51 0.14 0.120
C -0.582863 1.446053 4.285202 -0.01 -1.07 1.54 -0.274
H -0.524745 -2.331048 2.728842 0.00 0.18 -0.35 0.097
C -0.623666 3.263443 0.988602 3.21 -0.89 -2.09 -0.386
H 0.078442 1.211278 1.009950 -0.38 0.16 -0.41 0.106
H -3.038776 -4.613131 -3.502805 0.06 -0.02 -0.05 0.109
H 6.233006 -3.745777 -0.303417 0.03 0.04 -0.02 0.084
C 5.696742 -1.927159 -1.333195 0.11 0.00 0.06 -0.280
C -1.737656 1.248847 -0.242467 1.12 -0.26 0.06 -0.175
H -2.676981 -4.217901 -5.640026 0.07 0.02 -0.05 0.068
H 0.935170 -2.066090 1.736999 -0.45 0.08 0.04 0.090
H 6.531872 -1.988268 -2.032639 -0.14 -0.04 -0.09 0.121
H 3.431193 -3.157732 -0.449449 -0.02 0.07 0.08 0.109
H -1.639023 4.168147 -0.628318 0.34 0.81 0.04 0.126
C -2.258747 4.652138 1.902538 2.53 -0.29 -0.70 0.082
H -0.440839 0.372070 4.515487 0.03 0.48 -0.37 0.124
C -0.802373 4.492421 0.020719 -0.14 -1.22 1.80 -0.072
C 6.051829 -2.694651 -0.072260 -0.12 -0.07 0.08 -0.079
N -1.855151 3.425106 1.765552 -1.55 1.38 1.30 0.146
H -1.226402 -2.306954 -4.782049 0.01 -0.08 -0.04 0.107
H 1.505590 2.765618 1.333249 -0.39 0.11 0.30 0.129
H -2.044367 -0.396542 -1.627587 0.47 -0.26 0.40 0.108
H 0.341998 2.024331 -0.535003 -0.48 0.05 0.24 0.141
O -2.751604 -2.564400 -3.404266 -0.09 0.25 0.18 -0.179
C -0.962118 2.135000 5.633655 -0.51 0.90 -1.36 -0.059
C -1.274148 5.539133 1.103662 -2.67 -0.05 -2.31 -0.074
C -1.911339 -1.247093 0.416986 0.63 -0.04 -0.81 -0.193
```
Positions in Å, forces in eV/Å.